C16H24F6NO11Zn | ωB97M-V/def2-TZVPD

Geometry as XYZ:
```
59
Properties=species:S:1:pos:R:3:forces:R:3
Zn 0.80530 -1.81158 0.07434 1.4744 0.2153 -1.4239
C 4.28351 -0.98869 -0.69110 -2.7687 -2.0593 0.1305
O 3.78758 -1.21653 0.64357 2.0387 1.0365 0.6490
O 3.17539 -1.38263 -1.42671 0.4454 1.1925 0.1730
C 4.94312 0.42032 -0.84884 -1.8774 1.8925 -0.6954
F 4.66452 1.07480 -2.03271 -0.0648 -0.9841 0.9261
F 4.51114 1.28306 0.13045 0.5799 -0.5800 -0.5925
F 6.27064 0.36284 -0.81330 0.3180 -0.2771 0.4897
C 4.77439 -1.16249 1.69294 -2.1888 0.1868 2.3153
C 3.97134 -0.76685 2.98380 0.6592 0.4109 0.4009
H 4.70966 -0.54396 3.75407 0.2273 -0.3842 0.2790
H 3.48308 0.20558 2.91996 -0.0795 0.0731 -0.7893
H 3.22336 -1.41061 3.44663 0.2057 -0.6083 -0.5645
H 5.52443 -0.37279 1.73665 0.0595 0.1148 -1.3099
H 5.26892 -2.12133 1.84837 -0.0775 -0.1487 -0.2974
H 5.10502 -1.68578 -0.85626 0.3275 -0.3041 -0.1869
C -2.56065 -1.18601 -3.09246 3.4735 -0.9417 0.5500
O -1.58495 -0.32086 -3.69871 -1.4821 0.8047 -1.6500
O -1.79555 -1.80281 -2.12580 -2.3448 -0.1321 -0.0321
C -3.94162 -0.52178 -2.76708 1.7023 -0.6594 1.8452
F -4.37963 0.30839 -3.69017 0.2278 1.6881 -0.6465
F -4.93179 -1.40318 -2.69643 -0.3401 -1.2349 0.5706
F -3.83968 0.07664 -1.54817 -0.5725 0.3855 -0.7388
C -1.93489 0.05180 -5.05341 1.2110 -0.1839 -0.1143
C -0.78575 -0.28912 -6.06156 -0.8703 1.3414 0.8495
H 0.14984 0.07450 -5.63664 0.1905 -0.3026 -0.3750
H -0.77412 -1.33456 -6.36979 0.1551 -0.0786 0.6071
H -1.05483 0.25085 -6.96938 0.3467 0.2758 -0.1732
H -2.22565 1.09252 -4.91030 0.3867 0.3370 -1.0246
H -2.76251 -0.43719 -5.56725 -0.7004 -0.3814 1.0053
H -2.76753 -1.83402 -3.94415 -0.6166 -1.0576 0.0676
N 2.27265 -5.82075 1.66512 3.2473 2.2133 -4.5792
O 2.12263 -6.19922 2.73203 -2.3721 -2.8604 7.8385
O 1.73167 -4.79815 1.24457 -2.1827 2.4920 -1.3830
O 3.16172 -6.31308 0.97436 1.1123 -1.2596 -2.0631
O -1.33930 -1.11561 3.24091 -2.1254 1.0654 3.2783
C -2.00707 -0.83967 4.25697 2.3593 -0.5732 -2.4760
O -1.47637 -0.08087 5.28995 -1.2426 -0.7624 -0.5379
C -2.38142 -0.13699 6.41872 -0.3071 0.3562 0.0340
C -3.71661 -0.70906 5.94910 -0.6510 -1.0051 -0.0285
C -3.44039 -1.28148 4.56896 0.9628 0.1873 -0.3011
H -2.57487 0.85171 6.83483 0.6313 0.1203 -0.1239
H -1.94110 -0.78127 7.17972 0.1430 0.1285 -0.0436
H -4.58201 -0.04640 5.94019 0.4197 0.4532 0.0118
H -4.00671 -1.51718 6.62057 -0.0164 -0.0048 0.0505
H -4.07001 -0.91169 3.75967 -0.0549 -0.0354 0.1224
H -3.45784 -2.37114 4.54820 0.0018 0.0497 -0.1244
O 0.22443 1.90155 -0.46883 0.1437 -0.3957 0.1707
C -0.23805 2.89105 -0.94255 0.4082 0.0412 0.3718
O -1.52470 3.24297 -0.74524 -0.9604 0.0354 -0.8924
C -1.95684 4.32712 -1.62204 0.4079 -0.4189 0.3730
C -0.66322 4.91620 -2.16748 1.0577 1.0073 0.5657
C 0.47396 3.97494 -1.68727 0.0336 1.3158 -1.2834
H -2.48522 5.00734 -0.95406 0.0362 0.0992 -0.2040
H -2.64272 4.03417 -2.41694 0.0130 -0.6810 0.2505
H -0.62073 5.90778 -1.71686 0.5504 0.0849 0.0072
H -0.50274 5.08788 -3.23184 -0.8851 -0.2783 -0.0847
H 1.27011 4.47799 -1.13847 -0.4344 -0.0856 0.7793
H 1.05862 3.69353 -2.56310 -0.3420 -0.9262 0.0267
```
Forces are in eV/Å.

Results
Charge: -1
E_tot (hartree): -3884.6330
LUMO energy (eV): -1.5
2S+1: 1

Mulliken population analysis, charges in e, atoms 1 to 4: number 1, Zn, carries 1.2618; number 2, C, carries -0.0202; number 3, O, carries -0.1258; number 4, O, carries -0.7346

---

C16H24MoN2O3 | ωB97M-V/def2-TZVPD

Geometry as XYZ:
```
46
Properties=species:S:1:pos:R:3:forces:R:3
Mo 0.65712 0.07560 -0.51065 -0.1185 1.2820 -0.1484
C -0.78393 -2.21889 2.12967 0.0943 0.0893 -0.1590
C -0.88558 -1.05547 1.22080 0.1915 -0.1325 0.1224
C -0.30324 0.21650 1.62824 -0.1249 -0.0257 -0.0012
C 0.56157 0.28785 2.86159 -0.0689 0.0206 -0.0740
C -0.89570 1.39966 1.06143 0.1117 0.0663 -0.0239
C -0.71933 2.72507 1.70409 -0.0134 -0.1577 -0.0563
C -1.62802 1.28831 -0.17957 -0.0838 0.0766 0.0228
C -2.03494 2.52728 -0.88640 -0.0712 -0.1016 0.0897
C -1.99034 0.00496 -0.71092 0.0973 0.0204 -0.1608
C -2.85741 -0.05889 -1.92154 0.0491 -0.0301 0.1544
C -1.49659 -1.17809 -0.08155 -0.1854 -0.0289 0.0589
C -1.84063 -2.54080 -0.61218 0.0035 0.0574 -0.0160
H 0.18191 -2.73336 1.97068 -0.0286 -0.0612 0.0642
H -1.56838 -2.95305 1.94980 -0.0083 0.0014 0.0105
H -0.78054 -1.91003 3.17624 -0.0279 -0.0036 0.0022
H -0.07279 0.39303 3.74948 0.0069 -0.0060 0.0121
H 1.22103 1.15383 2.83269 0.0145 -0.0154 0.0417
H 1.16406 -0.60990 2.98829 0.0105 0.0124 0.0266
H -0.04272 3.36557 1.12384 0.0013 0.0556 0.0307
H -0.35379 2.65329 2.72395 0.0031 0.0309 -0.0066
H -1.68185 3.24947 1.70354 0.0019 0.0103 0.0056
H -2.15559 2.39169 -1.95832 0.0106 0.0092 -0.0083
H -1.37425 3.36745 -0.68969 0.0024 0.0169 -0.0105
H -3.02876 2.81109 -0.49485 -0.0045 0.0217 -0.0168
H -2.33940 0.33191 -2.80694 -0.0300 -0.0100 -0.0313
H -3.72308 0.59574 -1.77196 -0.0072 -0.0050 -0.0330
H -3.21745 -1.05945 -2.13587 -0.0179 0.0175 -0.0256
H -1.83784 -2.57018 -1.70287 -0.0013 -0.0201 0.0085
H -2.86344 -2.80229 -0.30963 0.0006 -0.0103 0.0041
H -1.19113 -3.32284 -0.21927 -0.0024 -0.0076 -0.0030
N 1.22188 -1.69715 -1.59985 -0.1044 -0.0147 -0.1592
C 2.49627 -2.27149 -1.03432 0.0650 0.0071 -0.0496
C 3.39454 -1.13355 -0.60537 -0.2066 0.1012 0.1681
O 4.54358 -1.06279 -0.46889 0.0568 -0.0315 -0.0639
N 2.50930 0.15408 -0.33056 0.1697 -0.0766 -0.1554
C 3.23396 1.40846 -0.48814 -0.1060 -0.3311 0.1329
C 2.40602 2.31620 -1.38372 0.5369 0.6746 -0.1494
O 2.48766 3.28291 -1.96480 0.0107 -0.1395 0.0111
O 0.83210 1.63693 -1.32506 -0.3780 -1.2832 0.4259
H 0.50030 -2.42434 -1.63378 0.0903 -0.0815 -0.0636
H 1.39483 -1.44860 -2.58387 -0.0531 -0.0774 -0.0108
H 3.00989 -2.88362 -1.78118 0.0211 -0.0201 0.0560
H 2.27179 -2.90317 -0.17006 0.0545 -0.0090 -0.0165
H 4.22712 1.26504 -0.93038 -0.0010 0.0349 0.0495
H 3.35181 1.93602 0.46788 0.0392 0.0740 -0.0548
```
Forces are in eV/Å.

Results
Charge: +4
E_tot (hartree): -1025.6932
LUMO energy (spin up / spin down) (eV): -17.6 / -18.6
2S+1: 1

Mulliken population analysis, charges in e, atoms 1 to 4: number 1, Mo, carries 1.1129; number 2, C, carries -1.6230; number 3, C, carries 1.0837; number 4, C, carries 1.1102

---

C16H24N2O3 | ωB97M-V/def2-TZVPD

Geometry as XYZ:
```
45
Properties=species:S:1:pos:R:3:forces:R:3
C 1.42304 2.90666 -1.33824 0.2129 -0.1526 -0.0582
C 2.02192 1.55142 -1.69059 -0.3201 0.0157 0.0104
C 0.94725 0.55860 -2.12568 0.4940 -0.2856 0.0482
C 1.52492 -0.81882 -2.42686 -0.2888 0.1308 -0.2960
O 2.13474 -1.34663 -1.27034 -0.0055 0.1506 0.1928
C 2.67035 -2.63257 -1.48718 0.2904 -0.2092 -0.0578
C 3.19401 -3.19879 -0.16994 -0.4932 0.0794 -0.1781
C 2.05927 -3.69313 0.73298 0.2988 -0.1355 -0.1456
N 1.14589 -2.63834 1.09495 0.1032 0.0441 0.2542
C -0.00452 -2.42388 0.40946 0.0960 0.0557 0.3799
O -0.45304 -3.22235 -0.39186 -0.1135 -0.1156 -0.2650
C -0.73494 -1.17686 0.77991 -0.2148 0.1909 -0.1043
C -2.12157 -1.17063 0.65469 0.3422 -0.0422 0.0093
C -2.86778 -0.05256 0.96700 -0.1950 0.0509 -0.0009
C -2.22644 1.10366 1.40467 0.1240 -0.3117 -0.1112
N -2.90927 2.27515 1.73801 0.4150 0.1996 0.0847
C -4.25544 2.51951 1.74534 0.0003 0.4873 0.1606
C -4.57242 3.93728 2.17851 -0.2200 -0.1201 -0.0513
O -5.10208 1.71254 1.44588 -0.1764 -0.2018 -0.0786
C -0.83518 1.11228 1.50888 -0.0786 0.0588 0.0495
C -0.09748 -0.01273 1.20096 -0.1555 -0.1535 0.0253
H 2.19786 3.59654 -1.01119 0.0048 0.1399 0.0460
H 0.69227 2.79997 -0.53957 -0.1163 0.0398 0.1007
H 0.92153 3.33773 -2.20211 -0.0871 0.1038 -0.0620
H 2.54493 1.14107 -0.82587 0.1025 -0.0067 -0.0120
H 2.75161 1.67175 -2.49464 0.0973 -0.0509 0.0095
H 0.20219 0.45812 -1.33541 -0.1058 0.0291 -0.0598
H 0.44453 0.92276 -3.02379 -0.0773 0.0037 -0.0242
H 0.72224 -1.49482 -2.75938 0.1070 0.0275 0.0121
H 2.27079 -0.74985 -3.23658 -0.0650 -0.0109 0.0401
H 1.89434 -3.29578 -1.89697 0.0562 0.0385 0.0103
H 3.48921 -2.56879 -2.22362 -0.1177 -0.0058 0.0648
H 3.76206 -2.41826 0.34034 0.1336 -0.0125 0.0051
H 3.86312 -4.03303 -0.38300 0.0778 -0.0073 0.0122
H 1.47009 -4.44828 0.20702 0.1024 0.0086 0.1347
H 2.47478 -4.13219 1.64574 -0.0872 -0.0339 -0.0949
H 1.52471 -1.88510 1.64498 -0.1612 -0.0297 -0.0166
H -2.60739 -2.06874 0.30494 -0.0396 -0.0676 -0.0437
H -3.94035 -0.06441 0.87368 -0.0151 -0.0027 0.0066
H -2.31112 3.04014 2.01992 -0.2047 -0.1005 -0.0461
H -4.11193 4.65054 1.49783 0.0521 0.0828 -0.0208
H -4.19768 4.11715 3.18415 0.0478 0.0534 0.0694
H -5.64894 4.07900 2.16864 0.0091 -0.0244 -0.0070
H -0.33017 2.01332 1.83202 0.0504 0.0789 0.0146
H 0.98009 0.04136 1.25234 0.1206 0.0108 -0.0068
```
Forces are in eV/Å.

Results
E_tot (hartree): -959.3555
LUMO energy (eV): 0.6
2S+1: 1
SMILES: CCCCOCCCNC(=O)c1ccc(NC(C)=O)cc1

Mulliken population analysis, charges in e, atoms 1 to 4: number 1, C, carries -1.0989; number 2, C, carries -0.3211; number 3, C, carries -0.1384; number 4, C, carries -0.9131

---

C16H24N2O4 | ωB97M-V/def2-TZVPD

Geometry as XYZ:
```
46
Properties=species:S:1:pos:R:3:forces:R:3
C -1.16814 3.13586 5.66959 0.0276 0.1811 -0.0016
O -1.38265 1.74615 5.65897 -0.0253 -0.3081 -0.0164
C -0.55116 0.96695 4.90805 0.0825 -0.0539 -0.0836
C -0.79905 -0.40707 4.95052 0.0100 0.2013 0.0086
C -0.01568 -1.28159 4.23482 0.1633 0.0450 -0.1362
C 1.03884 -0.80902 3.45290 -0.0947 0.1611 0.1379
O 1.75814 -1.76517 2.77535 -0.1771 -0.1218 0.0298
C 2.92635 -1.35838 2.10356 0.3339 0.1027 -0.0628
C 2.66836 -0.54970 0.82495 -0.2497 -0.3068 0.3942
O 3.49669 0.21085 0.36919 0.3673 0.1581 -0.0675
N 1.46296 -0.78273 0.28036 -0.2967 -0.2359 -0.0239
C 1.02778 -0.19232 -0.96200 0.0032 -0.0221 -0.2531
C 0.97742 -1.21897 -2.09369 -0.0139 0.4024 -0.1113
C 0.43570 -0.58370 -3.37738 0.0675 -0.2950 0.2484
N -0.92517 -0.11526 -3.17033 -0.0389 0.1125 -0.0114
C -1.28077 1.10841 -3.86752 -0.1288 -0.0248 -0.3460
C -1.56870 0.87225 -5.35536 0.1430 0.2396 0.2377
O -2.59416 -0.08471 -5.52202 -0.1147 0.0343 0.0221
C -2.25077 -1.30771 -4.90593 0.0802 -0.1818 0.2785
C -1.95031 -1.11848 -3.41194 -0.1293 -0.0185 -0.2851
C 1.28219 0.55374 3.39885 0.1864 -0.3879 -0.1581
C 0.49333 1.43557 4.12444 -0.2924 0.1997 0.2671
H -1.92577 3.54578 6.33568 0.0736 0.0254 -0.0587
H -1.29120 3.57051 4.67209 0.0216 -0.0147 0.0301
H -0.17453 3.38703 6.05506 -0.0257 -0.0074 -0.0284
H -1.61417 -0.76373 5.55938 -0.1005 -0.0575 0.0782
H -0.19884 -2.34386 4.26814 -0.0282 -0.1338 0.0184
H 3.43475 -2.28511 1.81741 -0.0238 0.1625 0.0276
H 3.59610 -0.78747 2.75725 -0.1096 -0.0004 -0.1253
H 0.86073 -1.46036 0.72415 0.1220 0.1003 0.0942
H 0.03536 0.24833 -0.83505 0.1384 0.0189 -0.0091
H 1.74573 0.59521 -1.20097 -0.1184 -0.0034 -0.0014
H 1.97927 -1.60910 -2.27972 0.0272 -0.0902 0.0452
H 0.33657 -2.05118 -1.79556 0.0010 -0.1077 -0.0034
H 0.51603 -1.31234 -4.19706 0.0490 0.1230 -0.0406
H 1.06402 0.27282 -3.63099 0.0089 -0.0088 -0.0770
H -0.48145 1.84076 -3.74644 -0.0193 0.0469 0.0119
H -2.18807 1.49825 -3.39451 0.0279 0.0975 -0.0648
H -1.92610 1.78491 -5.83470 0.1019 -0.0071 0.0019
H -0.65321 0.53195 -5.86555 -0.0580 0.0432 -0.0004
H -3.10738 -1.96878 -5.04650 0.0917 -0.0492 0.0189
H -1.37716 -1.74524 -5.41549 -0.0865 0.0106 0.0158
H -1.64111 -2.06776 -2.97336 -0.0547 -0.0488 0.0457
H -2.86219 -0.78049 -2.90981 -0.0290 -0.1240 -0.0125
H 2.07778 0.95578 2.79157 0.1001 0.0408 -0.0520
H 0.71362 2.48912 4.05961 -0.0130 0.1029 0.0189
```
Forces are in eV/Å.

Results
E_tot (hartree): -1034.5240
LUMO energy (eV): 0.7
2S+1: 1
SMILES: COc1ccc(OCC(=O)NCCCN2CCOCC2)cc1

Mulliken population analysis, charges in e, atoms 1 to 4: number 1, C, carries -0.8145; number 2, O, carries -0.4428; number 3, C, carries 0.7138; number 4, C, carries -0.4801

---

C16H24N2O4PdSe2 | ωB97M-V/def2-TZVPD

Geometry as XYZ:
```
49
Properties=species:S:1:pos:R:3:forces:R:3
Pd -2.13940 -1.25096 -1.11450 -0.9107 0.4347 -0.7612
O -1.86354 2.19540 3.50934 0.0122 -0.0688 0.0423
C -3.00841 1.41051 3.18428 -0.0337 -0.0757 -0.0487
C -2.97900 0.76211 1.77938 0.1859 0.1900 0.1990
C -1.76015 -0.16449 1.71567 -0.2292 -0.0702 -0.0565
O -0.51650 0.55196 1.73827 0.0608 0.0997 -0.0369
C -4.30205 -0.02849 1.64196 -0.0968 -0.3217 0.0012
Se -4.32437 -1.81766 0.77645 0.0101 -0.0019 0.0488
C -2.87206 1.90906 0.75250 0.2015 0.1003 -0.3253
Se -1.90207 1.59281 -0.96163 0.1355 -0.1955 0.1932
H -1.11513 1.75805 3.06417 -0.0395 0.0356 -0.0776
H -3.88334 2.06651 3.27194 0.0166 -0.0079 -0.0264
H -3.12243 0.60176 3.92257 -0.0269 0.0356 -0.0293
H -1.84526 -0.77285 0.79594 0.2715 0.3175 1.0359
H -1.75968 -0.85319 2.56360 0.0150 -0.0177 -0.0254
H -0.48751 0.99037 0.85639 -0.0106 -0.0436 0.0617
H -5.02426 0.57537 1.09373 0.0229 0.1243 0.0934
H -4.70757 -0.20905 2.64088 -0.0266 0.1074 0.0143
H -2.34539 2.74784 1.20271 -0.0662 0.0130 0.0883
H -3.87116 2.24833 0.47959 -0.0389 -0.0200 0.0929
O -3.06852 -1.07647 -3.90246 -0.4779 0.1633 -0.0334
C -3.18563 -1.00530 -2.76087 0.6939 -0.3063 -0.4799
C 2.48427 2.36040 -0.93277 -0.0564 -0.0694 -0.0026
C 2.32591 0.99297 -1.57886 -0.0704 -0.0561 -0.0750
N 3.18857 -0.04545 -1.00900 -0.0720 0.0341 0.1763
C 4.49205 0.31470 -0.47477 0.1145 -0.1164 0.0121
C 4.46397 0.41507 1.05033 0.0010 -0.0123 -0.1205
C 2.90816 -1.38241 -1.07353 0.0996 -0.0632 -0.2540
O 3.79004 -2.21014 -0.84408 -0.1334 -0.0249 0.1114
C 1.50682 -1.81784 -1.38551 -0.1654 0.2158 0.5237
C 1.06269 -2.19574 -2.66805 -0.0788 -0.1283 -0.1349
C -0.19360 -2.72096 -2.80123 0.3275 -0.0380 -0.0987
C -1.00568 -2.93818 -1.65040 0.0555 -0.2294 0.1382
N -0.58130 -2.55220 -0.40623 0.3345 -0.1117 0.0253
C 0.63185 -1.95389 -0.32716 0.3086 -0.1058 -0.2482
H 1.72766 3.01643 -1.35750 -0.0422 0.0684 -0.0338
H 3.47099 2.79800 -1.11047 -0.1134 0.0218 0.0571
H 2.29388 2.31301 0.13834 0.0074 0.0060 0.0362
H 2.53626 1.08115 -2.65452 -0.0478 0.0112 0.0436
H 1.28513 0.68949 -1.47352 -0.0377 -0.1099 -0.0233
H 4.82045 1.25352 -0.91980 -0.0101 -0.0209 -0.0193
H 5.19358 -0.46845 -0.76289 0.0236 0.0741 -0.0448
H 3.75185 1.16952 1.38100 0.0203 0.0231 0.0221
H 5.45353 0.66698 1.44135 -0.0060 -0.0169 0.0093
H 4.15317 -0.54381 1.46564 0.0386 -0.0021 0.0167
H 1.71546 -2.08324 -3.52646 -0.0298 0.0186 -0.0341
H -0.57133 -3.02464 -3.76962 -0.0047 0.0313 -0.0188
H -1.76162 -3.71789 -1.66856 -0.0148 0.0203 -0.0379
H 0.94069 -1.64801 0.66833 -0.1167 0.0884 0.0038
```
Forces are in eV/Å.

Results
Charge: -2
E_tot (hartree): -5965.3037
LUMO energy (eV): 4.7
2S+1: 1

Mulliken population analysis, charges in e, atoms 1 to 4: number 1, Pd, carries -0.4069; number 2, O, carries -0.6068; number 3, C, carries -1.3351; number 4, C, carries 2.1672